Record 1
Density functional theory data (ωB97M-V/def2-TZVPD) for C32H28ClF3N5NaO2S3 as an isolated structure.

As for the energy above the lowest of the compared OMol25 structures with the same formula, charge and spin: 96.75 kJ/mol. As for the spin multiplicity: 1. As for the net charge: -2. For the HOMO-LUMO gap, the calculation gives 0.165 Eh.

Last column: Mulliken charge in e.
Element x y z (Å)
Na -0.25 0.28 -0.08  0.7459
Cl 4.64 5.39 1.33  -0.3074
C 3.29 4.29 1.23  0.3074
C 1.99 4.80 1.28  -0.6227
C 0.93 3.94 1.25  -0.4803
C 1.08 2.51 1.21  0.1258
O 0.08 1.76 1.24  -0.9485
C 2.45 2.03 1.14  0.6191
C 2.73 0.64 1.10  -0.1880
N 1.84 -0.28 1.21  -0.0878
C 2.13 -1.60 1.30  0.2395
C 3.32 -2.11 1.82  -0.5897
C 3.57 -3.48 1.87  -0.9508
C 2.65 -4.38 1.40  -0.6889
C 1.39 -3.92 0.96  1.4940
C 0.37 -4.80 0.54  -0.9551
C -0.86 -4.30 0.22  -0.7164
C -1.06 -2.91 0.30  -0.9080
N -0.11 -2.06 0.60  -0.2140
C 1.10 -2.53 0.94  0.4802
C 3.51 2.94 1.15  -0.9071
H 1.83 5.87 1.34  0.4074
H -0.08 4.31 1.30  0.4563
H 3.80 0.38 0.94  0.1304
H 4.07 -1.42 2.20  0.4750
H 4.51 -3.83 2.28  0.3581
H 2.86 -5.44 1.38  0.3674
H 0.58 -5.86 0.50  0.3662
H -1.68 -4.93 -0.09  0.4173
H -2.03 -2.49 0.10  0.9123
H 4.53 2.56 1.10  0.3832
S -1.46 -2.46 -2.93  -0.4867
C -2.93 -1.96 -2.24  0.0831
S -2.99 -0.43 -1.49  -0.4100
C -4.07 -2.77 -2.31  0.1849
C -4.06 -4.02 -2.92  0.0721
N -4.11 -5.07 -3.41  -0.7260
C -5.29 -2.42 -1.75  0.1850
N -6.34 -2.21 -1.29  -0.7302
C 2.56 -3.54 -2.17  -0.5808
C 2.85 -2.56 -3.30  -0.5598
C 1.86 -1.41 -3.30  0.3932
S 2.20 -0.30 -1.87  0.7775
O 1.02 0.55 -1.70  -0.4030
C 3.45 0.81 -2.74  -1.2200
C 2.80 2.02 -3.38  0.0612
C 2.08 1.74 -4.69  -1.3890
H 3.26 -4.37 -2.18  0.4693
H 1.55 -3.93 -2.27  0.1978
H 2.64 -3.03 -1.21  -0.1849
H 2.78 -3.08 -4.26  0.4346
H 3.87 -2.18 -3.20  0.1834
H 0.84 -1.76 -3.14  -0.9860
H 1.91 -0.84 -4.22  0.4653
H 4.00 0.20 -3.46  0.5277
H 4.13 1.13 -1.95  0.4081
H 3.56 2.79 -3.54  0.4881
H 2.07 2.42 -2.65  -0.0225
H 2.73 1.20 -5.38  0.4067
H 1.79 2.67 -5.17  0.3985
H 1.18 1.16 -4.53  0.2863
F -2.73 7.37 -0.94  -0.2724
C -2.75 6.49 -1.98  0.7180
F -4.01 6.56 -2.46  -0.2644
F -1.98 7.05 -2.93  -0.2973
C -2.34 5.11 -1.60  0.3895
C -3.04 4.44 -0.58  -0.8208
C -2.67 3.13 -0.31  -0.5593
N -1.71 2.49 -0.95  0.2037
C -1.05 3.13 -1.90  -0.6322
C -1.32 4.44 -2.27  -0.4935
H -3.83 4.93 -0.03  0.4022
H -3.17 2.56 0.46  0.4534
H -0.28 2.56 -2.38  0.6486
H -0.75 4.93 -3.05  0.4794

---

Record 2
Density functional theory data (ωB97M-V/def2-TZVPD) for C2H3ClFNO2 in the gas phase.

Its SMILES is C[C@@](F)(Cl)[N+](=O)[O-]. As for the energy above the lowest of the compared OMol25 structures with the same formula, charge and spin: 236.19 kJ/mol. As for the spin multiplicity: 1. For the HOMO-LUMO gap, the calculation gives 0.411 Eh.

Last column: Mulliken charge in e.
Element x y z (Å)
C 0.04 0.16 0.25  -0.9567
C -1.46 0.36 0.39  0.6314
F -1.75 0.30 1.70  -0.1965
Cl -2.28 1.64 -0.48  -0.1286
N -2.40 -1.06 -0.22  0.7602
O -2.62 -1.05 -1.40  -0.5052
O -2.74 -1.80 0.62  -0.4930
H 0.39 -0.97 0.13  0.2889
H 0.36 0.67 -0.69  0.3341
H 0.55 0.77 1.17  0.2654

---

Record 3
Density functional theory data (ωB97M-V/def2-TZVPD) for C33H39BN6NaPS4Sb as an isolated structure.

As for the expectation value of S²: 0.7662. As for the energy above the lowest of the compared OMol25 structures with the same formula, charge and spin: 182.45 kJ/mol. As for the spin multiplicity: 2. As for the net charge: -2. For the HOMO-LUMO gap (spin up / spin down), the calculation gives 0.117 / 0.198 Eh.

Last column: Löwdin spin population.
Element x y z (Å)
Na 0.05 0.34 -2.91  0.0030
N -4.33 -0.18 -2.51  0.0224
C -4.81 -1.34 -1.85  0.0222
C -6.15 -1.51 -1.48  0.0069
C -6.62 -2.78 -1.17  0.0121
C -5.72 -3.84 -1.19  0.0163
C -4.35 -3.64 -1.29  0.0046
C -3.91 -2.36 -1.61  0.0229
S -2.24 -2.26 -1.79  0.0233
N -2.09 -0.85 -2.65  0.1619
C -3.06 -0.02 -2.94  0.1155
C -2.84 1.07 -3.94  0.1670
C -3.96 1.56 -4.70  0.0641
C -3.85 2.74 -5.38  0.0539
C -2.58 3.35 -5.50  0.1523
C -1.52 2.69 -4.87  0.0117
N -1.67 1.64 -4.10  0.1163
H -4.95 0.66 -2.57  0.0017
H -6.90 -0.67 -1.57  0.0003
H -7.66 -2.91 -1.01  0.0008
H -6.05 -4.90 -1.02  0.0009
H -3.67 -4.51 -1.30  -0.0002
H -4.96 1.07 -4.69  0.0045
H -4.73 3.09 -5.93  0.0022
H -2.43 4.21 -6.19  0.0126
H -0.45 2.96 -4.95  -0.0028
S 4.62 -1.52 -4.02  0.0001
Sb 3.11 -3.19 -4.55  0.0002
S 0.75 -2.29 -4.20  0.0006
S 1.38 -3.70 -2.78  0.0002
B -2.33 3.27 0.24  0.0003
C -1.21 2.27 -0.23  0.0002
N -0.47 1.48 -0.64  0.0007
H -1.75 4.16 0.83  0.0001
H -2.74 3.63 -0.84  0.0001
H -3.14 2.62 0.88  0.0000
N 3.50 5.32 -0.01  0.0000
C 3.61 4.44 -0.78  0.0000
C 3.55 3.45 -1.82  0.0000
C 4.44 3.41 -2.90  0.0000
C 4.15 2.48 -3.92  0.0000
C 3.07 1.63 -3.76  0.0001
N 2.20 1.73 -2.74  0.0000
C 2.51 2.55 -1.74  0.0000
H 5.27 4.09 -2.97  0.0000
H 4.74 2.43 -4.87  0.0000
H 2.90 0.84 -4.50  0.0001
H 1.78 2.54 -0.95  0.0000
C 0.74 -2.80 4.54  0.0000
C 0.62 -2.50 3.06  0.0000
C -0.88 -2.35 2.75  0.0002
C 1.11 -3.73 2.23  0.0000
P 1.44 -0.91 2.36  0.0000
C 1.02 0.32 3.57  0.0000
C 1.40 0.34 4.95  0.0000
C 1.01 1.40 5.73  0.0000
C 0.17 2.40 5.27  0.0000
C -0.28 2.31 3.96  0.0000
C 0.26 1.40 3.08  0.0000
C 3.32 -0.95 2.45  0.0000
C 3.75 -1.33 1.02  0.0000
C 3.92 0.46 2.69  0.0000
C 3.87 -1.93 3.49  0.0000
H 0.14 -3.69 4.78  0.0000
H 0.37 -2.00 5.22  0.0000
H 1.74 -3.08 4.82  0.0000
H -1.45 -3.26 2.93  0.0000
H -1.06 -2.13 1.72  0.0003
H -1.28 -1.54 3.37  0.0000
H 0.62 -4.70 2.53  0.0000
H 2.19 -3.86 2.36  0.0000
H 0.94 -3.62 1.16  0.0000
H 2.02 -0.41 5.40  0.0000
H 1.28 1.40 6.79  0.0000
H -0.17 3.21 5.91  0.0000
H -1.05 2.99 3.60  0.0000
H -0.04 1.34 2.06  0.0000
H 3.30 -0.66 0.25  0.0000
H 3.46 -2.34 0.79  0.0000
H 4.86 -1.22 0.89  0.0000
H 3.42 1.21 2.07  0.0000
H 5.01 0.47 2.52  0.0000
H 3.68 0.85 3.71  0.0000
H 3.32 -2.87 3.55  0.0000
H 3.78 -1.49 4.48  0.0000
H 4.95 -2.00 3.33  0.0000

---

Record 4
Density functional theory data (ωB97M-V/def2-TZVPD) for a 2-piece molecular cluster, C4H9NO2 overall.

Its SMILES is CC(=O)CO.C=N. As for the energy above the lowest of the compared OMol25 structures with the same formula, charge and spin: 375.07 kJ/mol. As for the spin multiplicity: 1. For the HOMO-LUMO gap, the calculation gives 0.369 Eh.

Last column: Mulliken charge in e.
Element x y z (Å)
C 1.78 -0.39 -0.61  -1.1608
C 0.65 -0.61 0.35  0.8371
O 0.75 -1.26 1.39  -0.6396
C -0.85 -0.97 -0.47  -0.8543
O -1.69 -1.62 0.44  -0.5278
H 2.32 0.51 -0.30  0.3461
H 2.47 -1.24 -0.57  0.3631
H 1.45 -0.22 -1.63  0.3376
H -1.38 -0.18 -0.99  0.4012
H -0.49 -1.66 -1.24  0.4253
H -1.11 -1.93 1.17  0.3734
C -0.68 1.59 0.64  -0.1772
N -0.66 2.50 -0.24  -0.4970
H -1.47 1.34 1.36  0.3372
H 0.36 1.03 0.90  0.1658
H -1.47 3.11 -0.19  0.2698

---

Going through the records in order, we get strongest force on any atom values of 2.662 3.541 3.938 5.628 eV Å⁻¹.